No. 1
Formula: H22O11
Source: OMol25
Level of theory: ωB97M-V with the def2-TZVPD basis set

Cartesian coordinates (Å):
O  -1.86999  2.37765  -0.52547
H  -2.26360  2.57364  0.32475
H  -1.72979  1.43086  -0.51250
O  2.16258  -0.66794  -0.71938
H  1.54175  0.00128  -1.00741
H  2.96251  -0.48048  -1.21050
O  -1.90563  -1.15811  -1.60878
H  -2.71958  -1.29648  -1.12446
H  -1.40250  -0.55245  -1.06449
O  -1.46576  -1.63720  1.39354
H  -0.82450  -0.92656  1.39369
H  -1.00380  -2.37739  1.78720
O  -0.27375  0.75198  1.35157
H  0.03820  1.65692  1.34899
H  0.28769  0.30640  1.98598
O  0.90012  -1.13281  0.82614
H  0.57915  -1.92032  0.38679
H  1.59271  -0.80375  0.25318
O  0.81302  -1.75729  -2.20738
H  0.46462  -2.27310  -1.48021
H  1.01822  -0.90589  -1.82105
O  2.39578  1.02601  0.64770
H  2.95504  1.69850  0.25887
H  1.71473  0.87220  -0.00709
O  -2.25917  0.56913  2.29148
H  -1.46975  0.57415  1.75017
H  -2.69230  -0.25696  2.07653
O  1.24812  1.00128  -0.96706
H  1.38764  1.10199  -1.90867
H  0.76128  1.78479  -0.71144
O  -0.62562  0.07669  -0.62752
H  0.24032  0.38645  -0.89288
H  -0.55774  -0.04315  0.31973

Properties
* charge: 0
* ΔE to the lowest compared entry with this formula, charge and spin: 469.9 kcal per mole
* 2S+1: 1
* calculated total energy: -840.131350 a.u.



No. 2
Formula: H22O11
Source: OMol25
Level of theory: ωB97M-V with the def2-TZVPD basis set

Cartesian coordinates (Å):
O  0.57321  -3.68939  -0.79620
H  1.52892  -3.68541  -0.92750
H  0.37772  -4.53703  -0.37635
O  1.34541  2.04689  -1.47920
H  0.72139  1.45822  -1.02677
H  1.06976  2.03815  -2.40293
O  1.36090  -1.15551  -3.29925
H  0.55553  -0.84924  -2.86040
H  1.05330  -1.75184  -3.99193
O  -1.84966  1.56614  1.69052
H  -2.16831  1.51910  2.60087
H  -1.27887  2.36055  1.67705
O  0.09518  -0.43908  2.58084
H  0.46532  -1.18578  3.06983
H  -0.86404  -0.59172  2.58130
O  3.39675  -0.99728  -0.64877
H  2.71707  -0.58977  -1.20545
H  3.72056  -1.74061  -1.16818
O  -0.31286  1.98687  4.15839
H  0.43565  2.56719  3.97965
H  -0.23300  1.26811  3.50056
O  -0.03632  -0.21254  -0.30730
H  -0.11613  0.20703  0.56832
H  -0.14904  -1.15708  -0.12785
O  -2.48101  0.98828  -1.25940
H  -1.65820  0.58191  -0.93576
H  -2.77193  1.50138  -0.49312
O  0.19014  3.70568  0.82158
H  -0.05957  4.60586  0.58637
H  0.73903  3.41611  0.07203
O  -2.30196  -3.40784  -1.42019
H  -1.34923  -3.23483  -1.43133
H  -2.71571  -2.59248  -1.72943

Properties
* structure (SMILES): O.O.O.O.O.O.O.O.O.O.O
* charge: 0
* ΔE to the lowest compared entry with this formula, charge and spin: 22.7 kcal per mole
* 2S+1: 1
* calculated total energy: -840.844007 a.u.



No. 3
Formula: H22O11
Source: OMol25
Level of theory: ωB97M-V with the def2-TZVPD basis set

Cartesian coordinates (Å):
O  -0.08390  0.00959  0.01311
H  0.82847  0.29675  -0.21151
H  -0.04468  -0.83420  0.34320
O  -0.06807  5.02855  0.21638
H  -0.16019  4.12457  0.45436
H  -0.72755  5.02452  -0.57583
O  -2.96388  -1.74751  0.85777
H  -2.55132  -0.96467  0.39081
H  -3.38939  -1.18852  1.46761
O  -0.09255  -1.02761  -2.92784
H  0.27994  -1.68161  -2.29746
H  -0.82303  -0.66437  -2.43838
O  3.67853  1.45060  0.85495
H  4.40422  0.98013  0.41269
H  3.59976  1.26855  1.84415
O  -2.09386  3.20887  0.00083
H  -2.11070  3.21885  0.97146
H  -2.60135  2.57014  -0.37187
O  0.28083  -4.04226  -1.07064
H  0.46814  -3.47529  -0.30581
H  1.13912  -4.12505  -1.45636
O  2.26633  -0.75197  1.56650
H  3.12867  -0.36151  1.79561
H  2.02957  -0.37185  0.74586
O  -3.09287  1.12500  0.60264
H  -3.83729  1.72590  0.72645
H  -3.25989  0.76354  -0.29220
O  2.50776  -1.01317  -4.46849
H  3.02340  -0.32436  -4.03412
H  3.23843  -1.64891  -4.79149
O  -1.21543  -2.46373  4.08651
H  -0.34947  -2.59816  3.83813
H  -1.40773  -1.51081  4.05299

Properties
* structure (SMILES): O.O.O.O.O.O.O.O.O.O.O
* charge: 0
* ΔE to the lowest compared entry with this formula, charge and spin: 104.6 kcal per mole
* 2S+1: 1
* calculated total energy: -840.713449 a.u.



No. 4
Formula: H22O11
Source: OMol25
Level of theory: ωB97M-V with the def2-TZVPD basis set

Cartesian coordinates (Å):
O  0.29355  -0.78745  2.53328
H  0.57881  -0.37786  3.43077
H  0.59750  -0.24164  1.85483
O  0.75251  -2.01201  -3.36462
H  -0.13727  -1.54466  -3.48007
H  0.74680  -2.40041  -2.48282
O  0.22490  0.26707  -1.08941
H  0.96186  -0.27867  -0.89998
H  -0.39877  0.14765  -1.77811
O  -1.57053  0.76747  -4.79854
H  -0.69272  0.54509  -5.32896
H  -1.65602  0.14872  -4.13090
O  3.77463  0.78741  2.76592
H  4.31894  0.13865  2.44298
H  3.69170  0.79230  3.60342
O  1.89524  4.72140  1.08830
H  1.02013  4.30452  1.12959
H  2.72268  4.19339  0.86975
O  -3.06667  0.90082  2.93223
H  -3.43577  0.17204  3.31861
H  -2.63751  0.42141  2.16998
O  -3.32157  0.14147  -0.18258
H  -3.79770  0.28599  -0.98449
H  -3.75330  0.69062  0.44931
O  -1.97951  -2.46503  0.89366
H  -2.40173  -1.98759  0.12689
H  -1.17241  -1.86097  0.84866
O  2.31612  1.68418  -0.44768
H  1.61376  1.37275  0.20343
H  3.13469  1.42204  0.11891
O  0.79501  -3.08089  -0.56748
H  0.07733  -3.27901  0.12256
H  0.50530  -3.58879  -1.36747

Properties
* structure (SMILES): O.O.O.O.O.O.O.O.O.O.O
* charge: 0
* ΔE to the lowest compared entry with this formula, charge and spin: 106.0 kcal per mole
* 2S+1: 1
* calculated total energy: -840.711216 a.u.



No. 5
Formula: H22O11
Source: OMol25
Level of theory: ωB97M-V with the def2-TZVPD basis set

Cartesian coordinates (Å):
O  0.85088  1.00791  -1.39852
H  1.66088  0.61691  -1.20752
H  1.01488  1.89191  -1.26152
O  -0.71412  2.45791  1.88048
H  -0.79012  1.69491  1.62548
H  -0.79112  2.54791  2.84148
O  2.95488  -1.23209  -0.38252
H  3.43188  -1.92609  -0.05352
H  2.51388  -0.69409  0.29048
O  -3.19212  -0.96009  0.99148
H  -2.34412  -0.71309  0.78448
H  -3.31712  -0.61009  1.92548
O  -0.43312  -0.05409  0.71348
H  -0.22912  -1.01509  0.93448
H  -0.23712  0.34491  -0.25752
O  0.68988  -2.18709  0.58748
H  -0.16112  -2.43709  0.32948
H  1.40288  -2.43909  -0.07152
O  -2.07112  -2.88909  0.04548
H  -2.29612  -2.19509  0.61248
H  -2.66912  -3.09209  -0.67552
O  2.04488  2.63691  0.85648
H  1.98388  3.56791  0.90248
H  1.08888  2.61591  1.16448
O  2.52488  0.20591  2.26048
H  3.38788  0.24191  2.20948
H  2.24688  0.85091  1.68848
O  -2.45412  1.49891  -2.17552
H  -3.06812  1.23991  -2.80252
H  -1.89512  0.85091  -2.23752
O  -0.52612  -0.41609  -3.58752
H  -0.59212  -1.40909  -3.59552
H  -0.01612  -0.00209  -2.93752

Properties
* structure (SMILES): O.O.O.O.O.O.O.O.O.O.O
* charge: 0
* ΔE to the lowest compared entry with this formula, charge and spin: 113.8 kcal per mole
* 2S+1: 1
* calculated total energy: -840.698715 a.u.



No. 6
Formula: H22O11
Source: OMol25
Level of theory: ωB97M-V with the def2-TZVPD basis set

Cartesian coordinates (Å):
O  -0.52883  -1.97073  2.60711
H  -0.52328  -1.01666  2.39654
H  -0.37861  -2.01226  3.55444
O  0.83007  0.05852  0.00579
H  0.52462  -0.84491  -0.19188
H  0.15987  0.62173  -0.38912
O  -1.76860  0.08910  -1.32005
H  -2.28675  -0.69875  -1.53423
H  -2.33362  0.59268  -0.72259
O  0.29346  0.26117  -3.19917
H  -0.52611  0.23059  -2.67052
H  0.84749  0.92242  -2.77260
O  -1.47520  2.86998  1.54052
H  -1.38195  2.80524  0.57406
H  -0.86240  3.57529  1.78001
O  2.93013  2.32805  -0.78580
H  2.00148  2.07292  -0.74729
H  2.97285  3.18494  -0.35061
O  -0.22044  3.00372  -1.06903
H  -0.22483  3.83022  -1.56806
H  -0.99927  2.52917  -1.38827
O  -2.24704  -2.47931  0.36558
H  -2.91128  -2.49378  1.06007
H  -1.40774  -2.42713  0.85147
O  -0.04727  0.75744  2.57287
H  0.62845  0.82844  1.88218
H  -0.61495  1.54687  2.43222
O  3.14609  -3.21527  0.56095
H  2.33378  -2.77994  0.27319
H  3.28563  -3.91652  -0.08194
O  0.37223  -2.53351  -0.91587
H  -0.32205  -3.20451  -0.93833
H  0.73408  -2.51522  -1.81164

Properties
* structure (SMILES): O.O.O.O.O.O.O.O.O.O.O
* charge: 0
* ΔE to the lowest compared entry with this formula, charge and spin: 26.5 kcal per mole
* 2S+1: 1
* calculated total energy: -840.837907 a.u.



No. 7
Formula: H22O11
Source: OMol25
Level of theory: ωB97M-V with the def2-TZVPD basis set

Cartesian coordinates (Å):
O  0.28917  -0.68564  -0.72776
H  1.25013  -0.74961  -0.68961
H  0.05047  -0.24640  0.09630
O  -3.95806  -3.10875  0.40347
H  -3.63457  -4.00015  0.23100
H  -3.75565  -2.62523  -0.40538
O  5.23065  1.31353  1.37027
H  4.94009  0.52093  0.90513
H  4.47822  1.91242  1.30574
O  0.37469  0.16349  -2.37550
H  -0.34031  0.66925  -2.77795
H  1.14829  0.72936  -2.47712
O  -1.31579  0.70095  0.49641
H  -1.47285  0.28769  1.35288
H  -0.66726  1.38901  0.68343
O  1.40053  -2.95572  -0.61955
H  1.69066  -2.24347  -0.03859
H  2.22142  -3.35227  -0.93240
O  -4.06032  1.81036  -1.45095
H  -4.97523  1.50723  -1.45722
H  -3.66006  1.33273  -0.71565
O  5.16957  -1.35548  0.34811
H  6.02960  -1.15978  -0.04052
H  5.35868  -1.48141  1.28479
O  0.44375  3.92731  -1.48308
H  0.54021  3.28685  -0.76929
H  1.12383  4.58558  -1.30101
O  -2.37390  -1.99595  0.38213
H  -1.62106  -1.42560  0.19000
H  -2.03530  -2.88709  0.23996
O  -2.93758  2.07671  3.22812
H  -2.17472  1.49616  3.32813
H  -2.75731  2.56299  2.41571

Properties
* structure (SMILES): O.O.O.O.O.O.O.O.O.O.O
* charge: 0
* ΔE to the lowest compared entry with this formula, charge and spin: 168.3 kcal per mole
* 2S+1: 1
* calculated total energy: -840.612003 a.u.



Ordered Kohn-Sham gap results: 7.7, 10.8, 10.5, 10.7, 11.0, 10.3, 7.8; unit eV.